Here is a structure of composition C25H28BaF5O2S in a non-equilibrium geometry from the Open Molecules 2025 dataset. Energies are from ωB97M-V with the def2-TZVPD basis set.

Cartesian coordinates (Å):
O: 1.471 0.003 -3.288
C: 1.651 1.017 -4.367
C: 1.354 0.117 -5.546
H: 2.693 1.307 -4.440
H: 0.987 1.872 -4.213
C: 1.288 -0.967 -4.473
H: 2.090 0.026 -6.352
H: 0.466 0.350 -6.118
C: 2.499 -1.883 -4.424
H: 3.411 -1.300 -4.309
H: 2.672 -2.521 -5.301
H: 2.400 -2.559 -3.545
C: -0.038 -1.747 -4.387
H: -0.848 -1.031 -4.168
H: 0.102 -2.490 -3.555
H: -0.301 -2.293 -5.330
Ba: 1.277 -0.955 -0.734
C: -1.306 -0.587 2.651
C: -1.209 0.829 2.590
C: -1.646 1.252 1.308
H: -1.003 1.503 3.409
C: -2.171 0.118 0.650
C: -1.919 -1.028 1.456
H: -2.294 -2.036 1.256
H: -1.009 -1.228 3.486
H: -1.622 2.275 0.933
H: -2.847 0.134 -0.199
C: 1.246 -2.501 2.660
C: 0.672 -3.283 1.615
C: 1.734 -3.719 0.770
H: -0.380 -3.609 1.578
C: 2.945 -3.222 1.316
C: 2.652 -2.498 2.488
H: 3.342 -2.103 3.234
H: 0.709 -2.086 3.531
H: 1.635 -4.449 -0.038
H: 3.930 -3.497 0.986
O: -1.287 1.856 -2.862
C: -2.577 1.282 -2.928
C: -3.497 2.319 -2.279
H: -2.486 0.306 -2.439
H: -2.683 1.156 -4.026
C: -2.880 3.611 -2.710
H: -3.464 2.354 -1.155
H: -4.544 2.041 -2.400
C: -1.429 3.239 -2.522
H: -3.087 4.331 -1.985
H: -3.218 3.936 -3.703
H: -1.137 3.364 -1.489
H: -0.618 3.628 -3.136
F: -0.143 0.151 8.657
C: 0.199 0.377 7.346
C: -0.461 1.408 6.604
F: -1.577 2.028 7.106
C: 0.058 1.794 5.352
F: -0.158 3.102 4.938
C: 1.069 1.009 4.646
S: 1.577 1.273 3.069
C: 1.751 0.134 5.524
F: 3.071 -0.045 5.326
C: 1.196 -0.376 6.688
F: 1.692 -1.487 7.245

energy above the lowest of the compared OMol25 structures with the same formula, charge and spin = 6.950 eV
charge = -1
E = -2042.68588 a.u.
lowest unoccupied orbital energy = 1.15 eV
HOMO energy = -0.0886 Eh
HOMO-LUMO gap = 3.6 eV
F_max = 0.059 Eh/bohr



Here is the molecule C25H28ClN5OS in a non-equilibrium geometry from the Open Molecules 2025 dataset. Energies are from ωB97M-V with the def2-TZVPD basis set.

Cartesian coordinates (Å):
C: 3.131 -2.000 -0.666
C: 2.622 -2.525 -1.977
C: 3.544 -2.904 -2.945
C: 3.171 -3.300 -4.216
C: 1.824 -3.311 -4.532
Cl: 1.314 -3.774 -6.122
C: 0.878 -2.972 -3.588
C: 1.258 -2.591 -2.298
N: 0.203 -2.314 -1.417
C: -0.538 -1.087 -1.619
C: -1.960 -1.272 -1.091
N: -1.924 -1.682 0.301
C: -2.441 -0.873 1.237
O: -2.949 0.207 0.969
C: -2.422 -1.339 2.682
S: -0.861 -0.828 3.519
C: -0.263 0.371 2.386
N: 0.599 0.042 1.461
N: 0.904 1.136 0.762
C: 0.228 2.134 1.277
N: -0.544 1.703 2.319
C: -1.321 2.622 3.142
C: -2.526 1.931 3.773
C: -0.389 3.183 4.221
C: -1.829 3.736 2.209
C: -0.741 4.354 1.382
C: -0.720 5.699 1.054
C: 0.279 6.204 0.238
C: 1.264 5.368 -0.265
C: 1.261 4.024 0.056
C: 0.262 3.520 0.880
C: -1.157 -2.892 0.493
C: 0.276 -2.679 -0.020
H: 3.050 -2.745 0.124
H: 2.580 -1.115 -0.359
H: 4.181 -1.733 -0.763
H: 4.597 -2.862 -2.704
H: 3.910 -3.579 -4.950
H: -0.172 -3.006 -3.835
H: -0.062 -0.248 -1.088
H: -0.567 -0.851 -2.684
H: -2.470 -2.054 -1.664
H: -2.523 -0.341 -1.157
H: -3.246 -0.854 3.207
H: -2.502 -2.416 2.799
H: -2.218 1.207 4.522
H: -3.153 2.677 4.256
H: -3.110 1.438 2.998
H: 0.445 3.717 3.767
H: -0.935 3.869 4.862
H: 0.007 2.374 4.833
H: -2.333 4.497 2.806
H: -2.568 3.295 1.530
H: -1.490 6.354 1.436
H: 0.287 7.255 -0.009
H: 2.036 5.768 -0.905
H: 2.018 3.351 -0.316
H: -1.640 -3.694 -0.079
H: -1.115 -3.175 1.542
H: 0.734 -1.901 0.603
H: 0.828 -3.614 0.073

energy above the lowest of the compared OMol25 structures with the same formula, charge and spin = 0.000 eV
charge = 0
E = -2176.90057 a.u.
lowest unoccupied orbital energy = 0.47 eV
SMILES = Cc1ccc(Cl)cc1N1CCN(C(=O)CSc2nnc3n2C(C)(C)Cc2ccccc2-3)CC1
HOMO energy = -0.2878 Eh
HOMO-LUMO gap = 8.3 eV
F_max = 0.020 Eh/bohr



Here is a structure of composition C25H28F5O2SZr in a non-equilibrium geometry from the Open Molecules 2025 dataset. Energies are from ωB97M-V with the def2-TZVPD basis set.

Cartesian coordinates (Å):
O: 0.401 -0.727 -3.426
C: 0.544 0.619 -4.104
C: 0.460 0.011 -5.511
H: 1.506 1.139 -3.876
H: -0.322 1.236 -3.795
C: 0.380 -1.336 -4.765
H: 1.337 0.220 -6.143
H: -0.467 0.328 -6.023
C: 1.568 -2.275 -4.915
H: 2.515 -1.726 -4.809
H: 1.606 -2.747 -5.914
H: 1.475 -3.105 -4.191
C: -0.886 -2.118 -5.069
H: -1.782 -1.496 -5.002
H: -0.985 -3.002 -4.420
H: -0.859 -2.466 -6.111
Zr: -0.498 -0.830 0.919
C: -2.141 -1.434 2.470
C: -2.161 0.004 2.423
C: -2.585 0.417 1.106
H: -1.934 0.669 3.263
C: -2.880 -0.775 0.333
C: -2.616 -1.911 1.175
H: -2.831 -2.953 0.929
H: -1.880 -2.037 3.355
H: -2.742 1.463 0.792
H: -3.348 -0.807 -0.661
C: 0.659 -2.234 2.238
C: -0.003 -3.076 1.270
C: 0.618 -2.854 -0.002
H: -0.808 -3.786 1.465
C: 1.607 -1.827 0.149
C: 1.670 -1.473 1.551
H: 2.399 -0.807 2.008
H: 0.435 -2.179 3.296
H: 0.462 -3.480 -0.875
H: 2.272 -1.438 -0.613
O: 1.315 1.701 -0.718
C: 0.019 1.128 -1.148
C: -1.024 2.199 -1.462
H: -0.560 0.170 -0.730
H: 0.330 0.615 -2.071
C: -0.180 3.457 -1.521
H: -1.800 2.236 -0.670
H: -1.553 1.892 -2.374
C: 1.066 3.135 -0.639
H: -0.774 4.298 -1.144
H: 0.171 3.672 -2.544
H: 0.853 3.399 0.429
H: 2.036 3.585 -0.970
F: 1.138 2.151 8.253
C: 0.947 1.788 6.966
C: 1.539 2.574 5.978
F: 2.251 3.683 6.293
C: 1.348 2.228 4.648
F: 1.907 2.990 3.672
C: 0.573 1.119 4.229
S: 0.437 0.996 2.518
C: 0.097 0.283 5.273
F: -0.299 -1.004 5.005
C: 0.225 0.643 6.611
F: -0.250 -0.144 7.600

energy above the lowest of the compared OMol25 structures with the same formula, charge and spin = 0.000 eV
charge = +1
E = -2064.11129 a.u.
lowest unoccupied orbital energy = -4.62 eV
HOMO energy = -0.3893 Eh
HOMO-LUMO gap = 6.0 eV
F_max = 0.060 Eh/bohr



Here is the molecule C25H28N2O4S in a non-equilibrium geometry from the Open Molecules 2025 dataset. Energies are from ωB97M-V with the def2-TZVPD basis set.

Cartesian coordinates (Å):
C: -2.145 4.875 -0.901
O: -0.739 4.877 -0.831
C: -0.112 3.741 -0.439
C: -0.749 2.569 -0.059
C: -0.016 1.454 0.306
C: 1.372 1.497 0.293
C: 2.123 0.316 0.637
N: 1.614 -0.864 0.861
C: 2.674 -1.689 1.134
C: 2.475 -3.127 1.413
S: 2.880 -4.179 -0.040
C: 1.780 -3.488 -1.319
C: 0.300 -3.672 -1.006
O: -0.323 -4.653 -1.356
N: -0.235 -2.636 -0.337
C: -1.627 -2.569 0.039
C: -1.739 -2.526 1.579
C: -3.099 -2.020 2.084
C: -4.145 -1.977 0.966
C: -3.616 -1.114 -0.135
C: -4.318 -0.047 -0.672
C: -3.752 0.730 -1.669
C: -2.479 0.444 -2.129
C: -1.768 -0.615 -1.591
C: -2.328 -1.393 -0.590
C: 3.822 -0.951 1.048
C: 5.251 -1.304 1.223
O: 3.468 0.324 0.738
C: 2.028 2.679 -0.070
C: 1.304 3.797 -0.432
O: 1.840 4.990 -0.803
C: 3.240 5.119 -0.813
H: -2.597 4.713 0.082
H: -2.420 5.863 -1.266
H: -2.511 4.114 -1.598
H: -1.824 2.505 -0.051
H: -0.519 0.548 0.598
H: 3.149 -3.479 2.192
H: 1.442 -3.322 1.695
H: 2.028 -4.055 -2.215
H: 2.038 -2.437 -1.455
H: 0.355 -1.876 0.005
H: -2.092 -3.491 -0.336
H: -0.946 -1.873 1.951
H: -1.543 -3.531 1.957
H: -2.989 -1.009 2.481
H: -3.456 -2.655 2.896
H: -5.090 -1.588 1.348
H: -4.319 -2.990 0.592
H: -5.313 0.173 -0.313
H: -4.309 1.556 -2.088
H: -2.035 1.045 -2.909
H: -0.776 -0.838 -1.956
H: 5.398 -2.353 0.978
H: 5.866 -0.688 0.571
H: 5.567 -1.136 2.253
H: 3.106 2.691 -0.067
H: 3.704 4.427 -1.524
H: 3.667 4.957 0.182
H: 3.438 6.142 -1.127

energy above the lowest of the compared OMol25 structures with the same formula, charge and spin = 0.392 eV
charge = 0
E = -1778.13854 a.u.
lowest unoccupied orbital energy = 0.53 eV
SMILES = COc1ccc(-c2nc(CSCC(=O)N[C@H]3CCCc4ccccc43)c(C)o2)cc1OC
HOMO energy = -0.2883 Eh
HOMO-LUMO gap = 8.4 eV
F_max = 0.024 Eh/bohr



Here is the molecule C25H28N4O3 from the Open Molecules 2025 dataset. Energies are from ωB97M-V with the def2-TZVPD basis set.

Cartesian coordinates (Å):
C: 6.369 -1.035 2.841
O: 5.300 -1.197 1.945
C: 5.530 -1.830 0.747
C: 6.759 -2.373 0.402
C: 6.932 -3.055 -0.792
C: 5.869 -3.193 -1.662
C: 4.648 -2.634 -1.339
C: 4.442 -1.944 -0.145
N: 3.186 -1.381 0.070
C: 2.020 -2.234 0.066
C: 0.814 -1.438 -0.422
N: 0.584 -0.311 0.470
C: -0.636 0.406 0.116
C: -0.896 1.568 1.111
N: -2.292 1.937 1.183
C: -2.910 2.514 0.123
O: -2.353 2.984 -0.833
O: -4.250 2.521 0.348
C: -5.132 3.034 -0.592
C: -4.967 2.871 -1.959
C: -5.927 3.371 -2.822
C: -7.048 4.017 -2.331
C: -7.212 4.166 -0.964
C: -6.257 3.678 -0.092
C: -1.825 -0.519 0.173
C: -2.780 -0.537 -0.836
C: -3.900 -1.340 -0.692
C: -4.019 -2.099 0.461
N: -3.112 -2.100 1.424
C: -2.050 -1.331 1.283
C: 1.767 0.535 0.455
C: 2.984 -0.254 0.945
H: 5.955 -0.496 3.692
H: 7.181 -0.446 2.402
H: 6.762 -1.998 3.183
H: 7.597 -2.290 1.076
H: 7.898 -3.475 -1.030
H: 5.990 -3.722 -2.595
H: 3.825 -2.715 -2.033
H: 2.186 -3.094 -0.581
H: 1.807 -2.598 1.085
H: -0.068 -2.081 -0.421
H: 0.998 -1.095 -1.456
H: -0.572 0.834 -0.902
H: -0.574 1.267 2.107
H: -0.346 2.456 0.792
H: -2.883 1.448 1.838
H: -4.092 2.374 -2.345
H: -5.795 3.250 -3.886
H: -7.792 4.403 -3.011
H: -8.085 4.667 -0.573
H: -6.367 3.786 0.976
H: -2.645 0.073 -1.718
H: -4.662 -1.370 -1.456
H: -4.877 -2.738 0.627
H: -1.328 -1.363 2.088
H: 1.616 1.384 1.122
H: 1.968 0.917 -0.561
H: 3.860 0.392 0.915
H: 2.807 -0.568 1.984

energy above the lowest of the compared OMol25 structures with the same formula, charge and spin = 1.399 eV
charge = 0
E = -1414.19840 a.u.
lowest unoccupied orbital energy = 0.72 eV
SMILES = COc1ccccc1N1CCN([C@H](CNC(=O)Oc2ccccc2)c2cccnc2)CC1
HOMO energy = -0.2805 Eh
HOMO-LUMO gap = 8.4 eV
F_max = 0.011 Eh/bohr



Here is a structure of composition C25H28N5O4OsSe2 in a non-equilibrium geometry from the Open Molecules 2025 dataset. Energies are from ωB97M-V with the def2-TZVPD basis set.

Cartesian coordinates (Å):
Os: -0.920 0.289 -0.876
C: -2.340 3.633 1.414
C: -1.811 2.708 0.368
N: -1.556 1.433 0.608
N: -1.707 0.881 1.793
C: -1.429 -0.415 1.810
O: -1.068 -1.028 0.748
C: -1.533 -1.101 3.098
C: -1.212 -2.454 3.206
C: -1.291 -3.088 4.432
C: -1.685 -2.378 5.557
C: -2.020 -1.036 5.451
C: -1.943 -0.396 4.231
C: -1.607 3.096 -0.992
C: -1.809 4.403 -1.465
C: -1.707 4.665 -2.810
C: -1.403 3.616 -3.681
C: -1.161 2.367 -3.155
N: -1.230 2.095 -1.849
H: -2.493 3.078 2.336
H: -3.288 4.067 1.096
H: -1.643 4.450 1.599
H: -0.904 -2.990 2.321
H: -1.051 -4.137 4.513
H: -1.737 -2.867 6.518
H: -2.345 -0.483 6.319
H: -2.195 0.647 4.138
H: -2.049 5.179 -0.758
H: -1.868 5.662 -3.186
H: -1.365 3.771 -4.746
H: -0.914 1.542 -3.811
O: 0.298 -1.485 -6.284
C: 0.648 -2.531 -5.407
C: 0.269 -2.084 -3.976
C: 0.670 -3.138 -2.921
O: 1.999 -3.021 -2.496
C: 1.027 -0.776 -3.727
Se: 1.261 -0.255 -1.840
C: -1.247 -1.895 -3.990
Se: -2.143 -1.235 -2.345
H: 0.479 -1.737 -7.196
H: 1.726 -2.733 -5.462
H: 0.110 -3.453 -5.663
H: 0.454 -4.146 -3.292
H: 0.071 -2.963 -2.019
H: 2.595 -3.340 -3.183
H: 0.553 0.038 -4.278
H: 2.051 -0.875 -4.096
H: -1.729 -2.852 -4.198
H: -1.504 -1.201 -4.791
N: 4.934 -0.367 4.267
C: 3.842 0.422 4.362
O: 3.573 1.078 5.340
C: 2.945 0.420 3.153
C: 2.710 -0.717 2.388
C: 1.831 -0.624 1.322
N: 1.233 0.508 0.973
C: 1.450 1.591 1.707
C: 2.273 1.591 2.818
H: 5.572 -0.394 5.047
H: 5.193 -0.839 3.418
H: 3.183 -1.660 2.618
H: 1.600 -1.495 0.719
H: 0.944 2.491 1.383
H: 2.409 2.472 3.422

energy above the lowest of the compared OMol25 structures with the same formula, charge and spin = 1.922 eV
charge = +1
E = -6437.50842 a.u.
lowest unoccupied orbital energy (alpha / beta) = -4.69 / -4.70 eV
HOMO energy (alpha / beta) = -0.3733 / -0.3727 Eh
HOMO-LUMO gap (alpha / beta) = 5.5 / 5.4 eV
F_max = 0.071 Eh/bohr



Here is a structure of composition C25H29BaBrN6OS2 from the Open Molecules 2025 dataset. Energies are from ωB97M-V with the def2-TZVPD basis set.

Cartesian coordinates (Å):
Ba: -0.056 -0.130 0.143
C: -3.660 0.306 -1.950
C: -2.991 0.994 -0.786
C: -3.298 0.614 0.528
C: -4.358 -0.425 0.785
C: -2.629 1.212 1.608
C: -2.899 0.722 3.010
C: -1.709 2.248 1.380
C: -1.064 2.963 2.546
C: -1.398 2.627 0.065
C: -0.328 3.665 -0.202
C: -2.057 2.017 -1.014
C: -1.760 2.479 -2.423
H: -4.564 0.840 -2.258
H: -3.925 -0.716 -1.700
H: -2.997 0.249 -2.811
H: -3.909 -1.422 0.820
H: -5.119 -0.415 0.008
H: -4.857 -0.250 1.735
H: -3.760 1.235 3.450
H: -2.045 0.885 3.665
H: -3.101 -0.347 3.011
H: -0.120 2.498 2.848
H: -1.718 2.961 3.415
H: -0.855 4.002 2.304
H: -0.760 4.660 -0.338
H: 0.239 3.427 -1.101
H: 0.389 3.726 0.614
H: -1.522 3.541 -2.446
H: -2.613 2.322 -3.077
H: -0.910 1.944 -2.860
S: -1.316 -2.267 1.946
C: -0.991 -3.671 0.955
C: -0.670 -4.865 1.687
N: -0.412 -5.798 2.311
C: -0.995 -3.723 -0.407
S: -1.361 -2.397 -1.495
C: -0.640 -4.945 -1.070
N: -0.343 -5.881 -1.671
Br: 5.297 1.951 3.147
C: 3.856 0.734 3.255
C: 3.788 -0.195 4.279
C: 2.709 -1.061 4.295
C: 1.747 -0.966 3.302
N: 1.820 -0.063 2.317
C: 2.862 0.771 2.295
H: 4.560 -0.239 5.035
H: 2.609 -1.811 5.067
H: 0.891 -1.633 3.276
H: 2.910 1.478 1.474
C: 3.972 -1.517 -4.569
N: 3.208 -0.858 -3.534
C: 3.656 0.310 -2.792
C: 2.526 0.452 -1.770
O: 2.406 1.325 -0.916
N: 1.656 -0.560 -1.939
C: 2.082 -1.320 -2.958
N: 1.425 -2.406 -3.313
H: 4.605 -0.782 -5.061
H: 3.305 -1.932 -5.324
H: 4.603 -2.314 -4.170
H: 3.739 1.197 -3.423
H: 4.610 0.142 -2.287
H: 0.531 -2.596 -2.827
H: 1.714 -2.987 -4.079

energy above the lowest of the compared OMol25 structures with the same formula, charge and spin = 0.000 eV
charge = 0
E = -4769.86215 a.u.
lowest unoccupied orbital energy = -0.18 eV
HOMO energy = -0.2412 Eh
HOMO-LUMO gap = 6.4 eV
F_max = 0.009 Eh/bohr



Q: What is the energy above the lowest of the compared OMol25 structures with the same formula, charge and spin in the fifth record?
A: 1.399 eV